No. 1
This record from OMol25 describes C17H15Cl3CoN4O2S as an isolated structure. The level of theory is wB97M-V/def2-TZVPD.

Charge = +1
Multiplicity = 5
Energy above the lowest of the compared OMol25 structures with the same formula, charge and spin = 40.5 kcal/mol
E_HOMO (alpha / beta) = -10.9 / -10.8 eV
Expectation value of S² = 6.044

Last column: Löwdin spin population.
Atoms and positions in Å:
Co  0.944  0.419  0.119  2.684
C  0.988  -3.957  3.010  0.001
C  0.670  -2.723  3.840  0.004
N  -0.318  -1.869  3.201  0.006
C  -0.062  -0.831  2.404  0.015
S  1.599  -0.308  2.173  0.102
N  -1.130  -0.281  1.836  0.018
N  -0.858  0.860  1.155  0.058
C  -1.848  1.632  0.848  -0.004
C  -3.247  1.306  1.279  0.001
C  -1.627  2.912  0.137  0.001
C  -2.710  3.781  0.012  -0.002
C  -2.564  5.025  -0.578  0.000
C  -1.326  5.413  -1.053  -0.002
C  -0.289  4.515  -0.935  0.002
N  -0.431  3.313  -0.370  0.012
H  1.724  -4.576  3.522  0.000
H  1.400  -3.667  2.043  0.000
H  0.095  -4.560  2.845  0.000
H  1.568  -2.132  4.005  0.003
H  0.282  -2.998  4.821  0.000
H  -1.292  -2.135  3.235  0.000
H  -3.240  0.355  1.797  0.000
H  -3.917  1.232  0.421  0.000
H  -3.646  2.061  1.957  -0.001
H  -3.675  3.491  0.391  0.000
H  -3.419  5.683  -0.660  0.000
H  -1.161  6.375  -1.513  0.000
H  0.712  4.718  -1.290  0.001
Cl  1.577  -4.356  -5.451  0.093
C  1.815  -3.264  -4.163  0.196
C  0.695  -2.623  -3.608  0.006
C  0.882  -1.750  -2.580  0.121
Cl  -0.454  -0.941  -1.863  0.048
C  2.181  -1.457  -2.032  0.109
O  2.358  -0.666  -1.085  0.300
C  3.294  -2.154  -2.650  0.147
Cl  4.848  -1.837  -2.035  0.057
C  3.106  -3.031  -3.686  -0.023
H  -0.288  -2.829  -4.005  -0.002
H  3.947  -3.541  -4.134  -0.004
O  1.868  3.031  -0.827  0.009
C  0.947  2.364  -0.529  0.044

***

No. 2
This record from OMol25 describes an isolated molecule of C17H15ClF2N2O3S. The level of theory is wB97M-V/def2-TZVPD.

Energy above the lowest of the compared OMol25 structures with the same formula, charge and spin = 0.0 kcal/mol
E_HOMO = -8.3 eV
SMILES string = COc1cc([C@H]2CC(c3cccs3)=NN2C(=O)CCl)ccc1OC(F)F

Last column: Mulliken charge in e.
Atoms and positions in Å:
C  1.631  1.355  -5.157  -0.731
O  0.607  1.285  -4.187  -0.429
C  0.836  0.808  -2.945  0.256
C  -0.265  0.907  -2.087  -0.729
C  -0.216  0.482  -0.776  0.144
C  -1.423  0.598  0.115  -0.424
C  -1.942  -0.757  0.621  -1.133
C  -1.716  -0.642  2.113  0.083
C  -2.008  -1.687  3.036  0.514
C  -1.849  -1.685  4.402  -0.568
C  -2.244  -2.893  4.997  -0.434
C  -2.700  -3.802  4.091  -0.435
S  -2.656  -3.204  2.486  -0.129
N  -1.230  0.495  2.467  -0.984
N  -1.060  1.274  1.378  0.686
C  -0.578  2.543  1.428  0.647
O  -0.446  3.220  0.436  -0.599
C  -0.253  2.976  2.849  -0.475
Cl  0.392  4.625  2.864  -0.177
C  0.969  -0.051  -0.278  -0.303
C  2.068  -0.156  -1.102  -0.882
C  2.010  0.252  -2.428  0.639
O  3.181  0.123  -3.223  -0.422
C  3.538  -1.110  -3.577  0.394
F  2.549  -1.776  -4.234  -0.273
F  3.849  -1.919  -2.531  -0.266
H  1.916  0.362  -5.513  0.237
H  2.510  1.880  -4.779  0.306
H  1.197  1.917  -5.984  0.275
H  -1.162  1.344  -2.494  0.439
H  -2.195  1.190  -0.384  0.727
H  -2.999  -0.914  0.402  0.521
H  -1.379  -1.593  0.204  0.511
H  -1.460  -0.836  4.932  0.468
H  -2.195  -3.084  6.054  0.400
H  -3.062  -4.795  4.271  0.434
H  0.492  2.308  3.280  0.312
H  -1.155  2.951  3.461  0.318
H  1.037  -0.373  0.750  0.454
H  2.993  -0.561  -0.722  0.415
H  4.418  -1.056  -4.237  0.214

***

No. 3
This record from OMol25 describes an isolated molecule of C17H15ClF3N3O4S. The level of theory is wB97M-V/def2-TZVPD.

E_HOMO = -8.8 eV
SMILES string = O=C(c1ccc(=O)[nH]c1)N1CCN(S(=O)(=O)c2cc(C(F)(F)F)ccc2Cl)CC1

Last column: Mulliken charge in e.
Atoms and positions in Å:
O  -3.066  -0.562  2.528  -0.663
C  -2.796  -0.319  1.367  0.593
C  -3.875  -0.160  0.349  0.072
C  -4.002  0.991  -0.480  0.004
C  -5.049  1.124  -1.327  -0.670
C  -6.079  0.117  -1.436  0.092
O  -7.037  0.131  -2.180  -0.661
N  -5.900  -0.959  -0.560  -0.036
C  -4.873  -1.089  0.299  -0.317
N  -1.513  -0.189  0.943  0.045
C  -1.049  -0.062  -0.417  -0.734
C  -0.231  1.227  -0.559  -0.563
N  0.841  1.199  0.410  -0.031
S  2.217  2.079  0.105  1.261
O  2.049  2.802  -1.118  -0.630
O  2.623  2.764  1.292  -0.617
C  3.421  0.763  -0.205  0.342
C  3.066  -0.567  -0.155  0.159
C  4.024  -1.540  -0.411  -0.575
C  3.642  -2.993  -0.330  0.954
F  3.900  -3.515  0.883  -0.253
F  4.298  -3.752  -1.215  -0.270
F  2.331  -3.189  -0.548  -0.254
C  5.334  -1.179  -0.708  -0.779
C  5.687  0.156  -0.756  -0.607
C  4.726  1.131  -0.504  0.016
Cl  5.105  2.790  -0.555  -0.179
C  0.378  1.085  1.777  -0.688
C  -0.437  -0.203  1.913  -0.815
H  -3.266  1.778  -0.401  0.502
H  -5.167  1.996  -1.951  0.436
H  -6.627  -1.664  -0.592  0.237
H  -4.860  -1.959  0.939  0.465
H  -1.888  -0.062  -1.111  0.593
H  -0.405  -0.921  -0.648  0.115
H  0.215  1.309  -1.549  0.513
H  -0.879  2.100  -0.393  0.236
H  2.048  -0.834  0.076  0.305
H  6.070  -1.944  -0.905  0.443
H  6.697  0.452  -0.987  0.457
H  1.253  1.072  2.426  0.468
H  -0.247  1.946  2.049  0.362
H  -0.884  -0.277  2.906  0.452
H  0.202  -1.075  1.739  0.219

***

No. 4
This record from OMol25 describes C17H15ClN2O6PTl as an isolated structure. The level of theory is wB97M-V/def2-TZVPD.

E_HOMO (alpha / beta) = -8.1 / -8.1 eV

Last column: Mulliken charge in e.
Atoms and positions in Å:
Tl  -10.413  -8.715  3.517  0.795
N  -13.475  -8.052  1.651  0.269
P  -14.683  -8.724  2.842  -0.239
C  -14.632  -7.271  3.943  0.673
C  -13.908  -7.330  5.136  -0.507
C  -13.293  -6.215  5.737  -0.427
C  -13.560  -4.954  5.286  -0.529
C  -14.561  -4.868  4.266  -0.653
C  -15.042  -5.979  3.601  -0.188
C  -16.314  -8.339  1.992  0.813
C  -16.493  -7.389  0.991  -0.534
C  -17.743  -7.116  0.476  -0.553
C  -18.829  -7.656  1.191  -0.556
C  -18.635  -8.440  2.324  -0.574
C  -17.372  -8.963  2.646  -0.582
C  -13.131  -8.868  0.595  0.519
C  -12.015  -8.492  -0.259  -0.540
C  -11.630  -9.357  -1.289  -0.483
C  -12.506  -10.489  -1.536  -0.448
C  -13.466  -10.867  -0.586  -0.420
N  -13.854  -10.046  0.464  -0.382
H  -12.774  -7.284  1.719  0.096
H  -13.689  -8.305  5.635  0.363
H  -12.698  -6.522  6.582  0.401
H  -12.981  -4.082  5.703  0.329
H  -14.880  -3.867  3.977  0.368
H  -15.758  -5.745  2.822  0.355
H  -15.588  -7.147  0.489  0.476
H  -17.774  -6.433  -0.346  0.443
H  -19.826  -7.371  0.935  0.376
H  -19.510  -8.790  2.876  0.367
H  -17.335  -9.794  3.333  0.401
H  -11.586  -7.479  -0.149  0.377
H  -10.715  -9.283  -1.902  0.385
H  -12.269  -11.262  -2.268  0.383
H  -14.025  -11.775  -0.796  0.369
O  -9.901  -4.478  3.125  -0.598
Cl  -9.615  -5.787  2.492  1.697
O  -8.650  -5.583  1.499  -0.572
O  -10.809  -6.420  1.906  -0.740
O  -9.096  -6.749  3.609  -0.708
O  -16.057  -7.737  -2.472  -0.053
O  -16.003  -8.946  -2.305  0.034

***

No. 5
This record from OMol25 describes C17H15ClO3Ti as an isolated structure. The level of theory is wB97M-V/def2-TZVPD.

E_HOMO (alpha / beta) = -8.1 / -8.1 eV

Last column: Mulliken charge in e.
Atoms and positions in Å:
C  -2.547  -1.374  0.302  -0.330
C  -3.085  -0.252  -0.422  -0.623
C  -2.693  0.974  0.266  -0.587
H  -3.787  -0.358  -1.220  0.595
C  -1.890  0.572  1.406  -0.415
C  -1.772  -0.841  1.360  -0.388
H  -1.317  -1.447  2.119  0.522
H  -2.817  -2.420  0.229  0.427
H  -3.099  1.988  0.123  0.594
H  -1.710  1.181  2.312  0.422
Ti  -1.060  0.157  -1.018  0.291
Cl  -0.869  -1.826  -2.374  -0.363
C  -0.869  1.173  -3.051  -0.776
C  -0.760  2.207  -2.034  -0.591
C  -2.097  2.603  -1.698  -0.575
H  0.144  2.790  -1.823  0.505
C  -3.010  1.778  -2.418  -0.546
C  -2.265  0.921  -3.267  0.035
H  -2.684  0.312  -4.067  0.403
H  -0.055  0.837  -3.694  0.489
H  -2.371  3.487  -1.114  0.565
H  -4.094  1.931  -2.467  0.453
O  3.386  0.827  0.268  -0.698
C  3.429  -0.313  0.940  0.567
C  4.594  -0.469  1.703  -0.551
C  4.679  -1.506  2.611  -0.411
C  3.519  -2.230  2.856  -0.618
C  2.320  -2.044  2.129  -0.454
C  2.293  -1.147  1.039  -0.200
C  1.048  -0.644  0.288  1.579
O  0.051  -1.393  0.108  -0.419
O  0.940  0.569  -0.207  -0.888
H  2.411  0.974  0.004  0.490
H  5.403  0.247  1.586  0.384
H  5.616  -1.680  3.131  0.385
H  3.586  -2.993  3.631  0.341
H  1.435  -2.589  2.461  0.385

***

No. 6
This record from OMol25 describes C17H15F4MgN3O2S as an isolated structure. The level of theory is wB97M-V/def2-TZVPD.

Charge = +2
Energy above the lowest of the compared OMol25 structures with the same formula, charge and spin = 138.1 kcal/mol
E_HOMO = -15.2 eV

Last column: Mulliken charge in e.
Atoms and positions in Å:
C  -4.098  2.970  1.732  -0.809
C  -3.593  1.662  0.895  0.555
O  -3.370  0.596  1.546  -0.466
O  -3.396  1.844  -0.513  -0.304
C  -3.289  0.565  -1.210  -0.740
C  -1.752  0.102  -1.122  0.364
C  -0.666  1.203  -1.489  -0.628
C  0.912  0.908  -1.429  0.657
N  1.789  2.024  -1.748  -0.772
C  3.154  1.568  -1.592  0.586
N  4.222  2.616  -1.829  -0.321
C  4.156  3.333  -0.746  0.665
S  3.894  3.972  0.798  -0.236
C  3.650  0.133  -1.200  0.129
C  5.242  -0.189  -1.089  -0.754
C  5.829  0.149  0.376  -0.091
F  5.948  -1.031  1.225  -0.282
N  2.727  -0.937  -0.902  -0.402
C  1.336  -0.539  -0.995  0.093
C  0.247  -1.651  -0.632  -0.439
C  -1.292  -1.370  -0.678  0.441
C  -2.362  -2.523  -0.254  -0.399
C  -1.891  -3.104  1.192  -0.836
C  -3.099  -3.514  2.165  0.712
F  -2.752  -4.777  2.790  -0.262
F  -4.356  -3.714  1.515  -0.245
F  -3.275  -2.570  3.245  -0.243
H  -3.928  3.893  1.048  0.269
H  -5.217  2.802  1.935  0.277
H  -3.462  3.083  2.686  0.294
H  -3.512  0.743  -2.340  0.364
H  -4.051  -0.208  -0.843  0.304
H  -1.040  2.255  -1.811  0.385
H  5.824  0.492  -1.835  0.376
H  5.465  -1.281  -1.373  0.392
H  5.223  0.988  0.911  0.101
H  6.894  0.594  0.229  0.282
H  0.615  -2.697  -0.287  0.326
H  -3.420  -2.092  -0.156  0.191
H  -2.383  -3.383  -1.020  0.423
H  -1.153  -3.970  0.970  0.318
H  -1.254  -2.268  1.680  0.414
Mg  1.483  3.321  0.156  1.310

***

Calculated maximum force in order - 0.74 1.55 0.99 3.72 2.56 6.96 eV/A